No. 1
C21H17F12IrN6O4Te as an isolated structure. Source: the OMol25 dataset; level of theory: ωB97M-V with the def2-TZVPD basis set.

Kohn-Sham gap (spin up / spin down), eV: 4.16 / 5.68
Expectation value of S²: 6.03
E_tot, hartree: -3010.646615

```
! RIJCOSX wB97M-V def2-TZVPD def2/J DEFGRID3
* xyz -2 5
Ir -0.158 -0.077 -0.162
C 4.623 0.875 4.752
C 3.913 0.523 3.469
C 4.405 0.907 2.228
C 3.704 0.616 1.078
C 2.488 -0.081 1.095
N 1.819 -0.282 -0.109
C 2.505 -0.529 -1.285
C 3.615 -1.397 -1.246
C 4.317 -1.754 -2.374
C 3.938 -1.268 -3.625
C 4.660 -1.672 -4.885
C 2.846 -0.424 -3.667
C 2.108 -0.037 -2.541
C 1.007 1.039 -2.713
O 0.015 1.115 -1.791
C 1.731 2.426 -2.681
F 2.235 2.641 -1.473
F 0.886 3.430 -2.965
F 2.753 2.537 -3.558
C 0.273 0.895 -4.109
F 0.975 1.391 -5.163
F -0.888 1.544 -4.119
F 0.007 -0.384 -4.397
C 1.971 -0.477 2.347
C 2.708 -0.161 3.490
C 0.671 -1.315 2.459
O -0.370 -0.979 1.648
C 1.066 -2.810 2.215
F 2.070 -3.237 3.010
F 1.469 -2.993 0.960
F 0.031 -3.641 2.435
C 0.022 -1.217 3.890
F 0.705 -1.863 4.870
F -1.205 -1.741 3.917
F -0.099 0.059 4.267
H 5.674 1.109 4.565
H 4.587 0.051 5.469
H 4.175 1.747 5.238
H 5.332 1.470 2.161
H 4.071 0.962 0.120
H 3.898 -1.800 -0.281
H 5.158 -2.437 -2.287
H 5.739 -1.742 -4.723
H 4.489 -0.946 -5.683
H 4.324 -2.646 -5.255
H 2.565 -0.029 -4.633
H 2.341 -0.465 4.459
N -2.820 -0.119 0.134
N -3.376 1.155 -0.028
C -2.481 2.174 0.321
N -3.068 3.434 0.307
N -1.267 1.832 0.625
N -0.360 2.775 0.994
O 0.808 2.345 1.237
O -0.729 3.998 1.242
H -3.172 -0.796 -0.523
H -2.780 -0.446 1.094
H -4.259 1.306 0.449
H -3.402 3.639 -0.628
H -2.334 4.091 0.609
Te -0.840 -2.174 -1.492
*
```

***

No. 2
C21H17IrN3O4S3 as an isolated structure in a non-equilibrium geometry. Source: the OMol25 dataset; level of theory: ωB97M-V with the def2-TZVPD basis set.

Kohn-Sham gap (spin up / spin down), eV: 5.68 / 4.20
Expectation value of S²: 0.81
E_tot, hartree: -2573.956716

```
! RIJCOSX wB97M-V def2-TZVPD def2/J DEFGRID3
* xyz 2 2
Ir -0.295 -0.241 0.904
S -1.477 0.317 3.159
C -1.609 -1.408 3.210
C -2.183 -2.121 4.264
C -2.327 -3.492 4.127
C -1.884 -4.109 2.963
C -1.258 -3.334 1.988
N -1.137 -2.023 2.109
H -2.504 -1.604 5.157
H -2.780 -4.072 4.917
H -2.011 -5.170 2.811
H -0.851 -3.791 1.096
C 2.419 -2.065 -0.871
C 1.158 -1.871 -1.609
N 0.112 -1.255 -1.137
C -0.928 -1.208 -2.028
C -0.658 -1.820 -3.223
S 0.932 -2.448 -3.231
C -2.143 -0.547 -1.616
C -3.320 -0.494 -2.312
S -4.499 0.370 -1.437
C -3.351 0.641 -0.168
N -2.179 0.104 -0.403
C -3.749 1.419 1.020
H 2.304 -1.783 0.174
H 3.211 -1.461 -1.314
H 2.738 -3.102 -0.936
H -1.300 -1.928 -4.074
H -3.531 -0.911 -3.276
H -4.767 1.775 0.889
H -3.095 2.275 1.182
H -3.710 0.807 1.925
O 3.777 0.233 1.999
C 2.745 0.619 1.511
O 1.566 0.214 1.780
C 2.826 1.669 0.392
C 4.080 2.212 0.072
C 4.241 3.102 -0.976
C 3.103 3.441 -1.692
O 2.939 4.250 -2.747
C 1.570 4.264 -3.065
O 0.903 3.393 -2.182
C 1.834 2.904 -1.347
C 1.681 2.010 -0.317
H 4.931 1.913 0.668
H 5.209 3.508 -1.229
H 1.407 3.925 -4.101
H 1.166 5.286 -2.960
H 0.693 1.609 -0.069
*
```

***

No. 3
One molecule with the formula C21H17N in a non-equilibrium geometry. Source: the OMol25 dataset; level of theory: ωB97M-V with the def2-TZVPD basis set.

Kohn-Sham gap, eV: 6.79
E_tot, hartree: -865.089059

```
! RIJCOSX wB97M-V def2-TZVPD def2/J DEFGRID3
* xyz 0 1
C -0.689 -3.566 3.826
C -0.639 -2.149 3.960
C -0.906 -1.309 2.669
C -0.619 -2.039 1.352
C -0.599 -3.503 1.356
C -0.433 -4.207 0.176
C -0.226 -3.423 -0.962
C -0.101 -2.009 -1.005
N 0.230 -1.380 -2.171
C 0.295 -0.007 -2.156
C 0.786 0.632 -3.341
C 0.859 1.977 -3.430
C 0.672 2.835 -2.370
C 0.456 2.213 -1.087
C 0.160 0.813 -1.026
C -0.125 0.075 0.120
C -0.305 -1.342 0.207
C 0.487 3.184 0.149
C 0.128 4.588 -0.151
C 0.565 5.135 -1.283
C 1.077 4.316 -2.457
C -1.110 -4.314 2.573
H -0.438 -4.160 4.640
H -0.358 -1.608 4.817
H -1.814 -0.785 2.657
H -0.167 -0.542 2.761
H -0.411 -5.291 0.258
H -0.160 -3.991 -1.897
H 1.170 0.142 -4.211
H 1.195 2.430 -4.350
H -0.260 0.766 1.000
H -0.205 2.910 0.889
H 1.587 3.081 0.566
H -0.575 5.168 0.502
H 0.218 6.131 -1.530
H 0.735 4.607 -3.464
H 2.220 4.298 -2.590
H -2.208 -4.423 2.552
H -0.491 -5.253 2.451
*
```

***

No. 4
One molecule with the formula C21H17NO3 in a non-equilibrium geometry. Source: the OMol25 dataset; level of theory: ωB97M-V with the def2-TZVPD basis set.

Kohn-Sham gap, eV: 8.05
E_tot, hartree: -1090.732367

```
! RIJCOSX wB97M-V def2-TZVPD def2/J DEFGRID3
* xyz 0 1
O -0.130 -8.228 -4.938
N 0.027 -7.067 -5.389
O 0.844 -6.780 -6.294
C -0.746 -6.012 -4.784
C -0.499 -4.669 -5.084
C -0.900 -3.675 -4.202
C -1.717 -3.964 -3.064
O -2.426 -3.073 -2.381
C -1.904 -1.707 -1.652
C -1.449 -2.200 -0.315
C -0.626 -3.245 -0.181
C -0.018 -3.603 1.122
C 1.110 -4.422 1.119
C 1.723 -4.765 2.311
C 1.228 -4.283 3.533
C 0.143 -3.398 3.519
C -0.472 -3.034 2.322
C -3.152 -0.816 -1.592
C -3.676 -0.339 -2.789
C -4.493 0.799 -2.813
C -4.834 1.438 -1.621
C -4.488 0.852 -0.402
C -3.707 -0.312 -0.392
C -1.941 -5.360 -2.799
C -1.527 -6.346 -3.673
H 0.024 -4.445 -6.010
H -0.587 -2.640 -4.340
H -1.027 -1.173 -2.236
H -1.909 -1.652 0.498
H -0.339 -3.842 -1.049
H 1.443 -4.791 0.142
H 2.590 -5.417 2.269
H 1.746 -4.551 4.457
H -0.212 -2.989 4.469
H -1.327 -2.362 2.373
H -3.425 -0.904 -3.689
H -4.812 1.166 -3.775
H -5.436 2.345 -1.661
H -4.812 1.321 0.518
H -3.582 -0.812 0.566
H -2.475 -5.633 -1.889
H -1.780 -7.396 -3.535
*
```

***

No. 5
C21H18AuClN3O as an isolated structure in a non-equilibrium geometry. Source: the OMol25 dataset; level of theory: ωB97M-V with the def2-TZVPD basis set.

Kohn-Sham gap (spin up / spin down), eV: 5.83 / 6.01
E_tot, hartree: -1645.370638

```
! RIJCOSX wB97M-V def2-TZVPD def2/J DEFGRID3
* xyz 1 1
Au 0.629 0.022 0.836
C 3.764 -2.486 -1.302
C 2.594 -1.869 -0.602
N 2.682 -0.983 0.305
N 3.902 -0.527 0.743
C 2.556 2.445 0.419
O 3.312 2.597 -0.415
C 0.265 2.546 1.312
C 2.071 3.369 2.749
C 1.732 4.557 3.277
C 0.397 5.053 3.067
C -0.602 4.608 2.250
C -0.698 3.491 1.358
C 1.197 -2.303 -0.965
C 1.024 -3.398 -1.796
C -0.255 -3.844 -2.098
C -1.338 -3.181 -1.559
C -1.100 -2.098 -0.729
N 0.126 -1.665 -0.443
H 4.679 -2.011 -0.961
H 3.670 -2.343 -2.379
H 3.829 -3.557 -1.109
H 0.798 1.585 2.913
H 2.447 5.210 3.760
H 0.202 6.032 3.496
H -1.442 5.293 2.195
H -1.540 3.448 0.685
H 1.884 -3.911 -2.201
H -0.395 -4.701 -2.743
H -2.354 -3.483 -1.769
H -1.915 -1.551 -0.276
Cl 1.629 2.067 1.971
C 2.512 0.765 2.507
C 3.839 0.431 1.939
C 4.379 -0.942 2.081
C 3.649 -1.881 2.949
C 2.549 -1.512 3.595
C 1.920 -0.183 3.503
C 0.899 0.061 4.340
H 4.521 1.264 1.823
H 5.453 -1.067 2.025
H 4.075 -2.863 3.104
H 2.057 -2.206 4.266
H 0.384 1.007 4.454
H 0.565 -0.726 5.003
*
```

***

No. 6
C21H18Br9N3O6 as an isolated structure in a non-equilibrium geometry. Source: the OMol25 dataset; level of theory: ωB97M-V with the def2-TZVPD basis set.

Kohn-Sham gap, eV: 9.06
E_tot, hartree: -24592.427955

```
! RIJCOSX wB97M-V def2-TZVPD def2/J DEFGRID3
* xyz 0 1
C -5.609 -3.243 -1.909
Br -5.333 -1.266 -2.266
Br -5.546 -3.801 -0.019
Br -4.114 -4.011 -2.926
H -6.586 -3.435 -2.352
C 1.367 9.417 -10.325
Br 1.203 11.099 -9.327
Br 0.191 8.128 -9.229
Br 3.221 8.591 -10.539
H 0.939 9.461 -11.326
C -10.965 11.557 -16.388
Br -9.974 12.687 -17.715
Br -12.846 11.214 -17.018
Br -10.907 12.243 -14.569
H -10.617 10.526 -16.325
C -18.230 2.944 -2.774
C -17.955 1.599 -3.060
C -17.974 0.640 -2.112
C -18.100 1.050 -0.753
C -18.333 2.503 -0.448
C -18.414 3.363 -1.454
N -18.055 0.050 0.364
O -17.528 -1.044 0.214
O -18.765 0.203 1.374
H -18.326 3.706 -3.533
H -17.727 1.517 -4.113
H -17.736 -0.355 -2.456
H -18.451 2.937 0.534
H -18.500 4.414 -1.221
C -12.510 -4.684 -13.582
C -11.542 -5.429 -14.266
C -11.803 -6.786 -14.494
C -12.868 -7.443 -13.840
C -13.797 -6.630 -13.146
C -13.663 -5.207 -13.102
N -13.132 -8.949 -13.949
O -14.194 -9.326 -13.542
O -12.311 -9.606 -14.564
H -12.191 -3.683 -13.331
H -10.680 -4.940 -14.696
H -11.098 -7.440 -14.986
H -14.550 -7.091 -12.523
H -14.392 -4.699 -12.487
C -8.562 4.382 -9.317
C -9.256 3.328 -8.776
C -10.430 2.891 -9.291
C -11.084 3.689 -10.179
C -10.507 4.816 -10.726
C -9.182 5.121 -10.335
N -12.480 3.447 -10.409
O -13.160 4.354 -10.888
O -12.926 2.298 -10.190
H -7.607 4.758 -8.980
H -8.819 2.795 -7.945
H -10.790 1.937 -8.935
H -11.027 5.349 -11.508
H -8.683 5.979 -10.760
*
```

***

No. 7
C21H18BrN5O3SSeW as an isolated structure. Source: the OMol25 dataset; level of theory: ωB97M-V with the def2-TZVPD basis set.

Kohn-Sham gap, eV: 6.77
E_tot, hartree: -6750.835221

```
! RIJCOSX wB97M-V def2-TZVPD def2/J DEFGRID3
* xyz 2 1
W 0.314 -0.027 0.099
Se -0.031 -1.082 -7.664
N -0.997 -0.154 -6.502
C -0.505 -0.392 -5.314
C -1.044 0.192 -4.091
C -2.142 1.046 -4.071
C -2.573 1.531 -2.853
C -1.909 1.169 -1.692
N -0.841 0.357 -1.693
C -0.420 -0.133 -2.885
C 0.714 -1.028 -2.837
N 1.226 -1.264 -1.609
C 2.249 -2.122 -1.502
C 2.805 -2.762 -2.595
C 2.301 -2.507 -3.857
C 1.233 -1.625 -3.989
C 0.615 -1.290 -5.266
N 1.024 -1.766 -6.413
H -2.632 1.307 -4.999
H -3.423 2.194 -2.781
H -2.223 1.547 -0.731
H 2.631 -2.295 -0.505
H 3.625 -3.450 -2.447
H 2.709 -2.978 -4.741
O -3.336 -4.916 1.525
C -2.585 -3.890 1.167
C -2.387 -3.481 -0.157
C -1.596 -2.390 -0.387
N -0.966 -1.677 0.581
C -1.177 -2.097 1.854
Br -0.367 -1.161 3.262
C -1.961 -3.168 2.187
H -3.747 -5.357 0.769
H -2.852 -3.996 -0.986
H -1.445 -2.047 -1.400
H -2.102 -3.457 3.218
O 2.186 -0.296 0.854
S 2.952 0.402 2.042
C 4.485 -0.542 2.121
C 5.386 0.024 1.032
C 5.249 1.537 1.159
C 3.751 1.839 1.252
H 4.222 -1.596 2.047
H 4.883 -0.349 3.121
H 5.055 -0.316 0.049
H 6.413 -0.310 1.172
H 5.684 2.070 0.315
H 5.754 1.885 2.061
H 3.274 1.900 0.273
H 3.500 2.728 1.828
O -0.493 1.301 0.774
*
```

***

No. 8
C21H18F5N3O2S2Ti as an isolated structure in a non-equilibrium geometry. Source: the OMol25 dataset; level of theory: ωB97M-V with the def2-TZVPD basis set.

Kohn-Sham gap, eV: 6.35
E_tot, hartree: -3270.503525

```
! RIJCOSX wB97M-V def2-TZVPD def2/J DEFGRID3
* xyz 2 1
Ti -0.179 0.639 -0.782
O -0.891 -0.709 2.604
C -1.033 -0.494 1.455
O -0.738 0.746 0.870
C -1.462 -1.483 0.403
C -2.014 -2.712 0.704
C -2.319 -3.555 -0.345
C -2.066 -3.176 -1.672
C -2.355 -4.014 -2.780
C -2.082 -3.591 -4.046
C -1.516 -2.312 -4.270
C -1.229 -1.476 -3.228
C -1.497 -1.899 -1.913
N -1.209 -1.080 -0.855
H -2.199 -2.978 1.735
H -2.762 -4.524 -0.148
H -2.792 -4.987 -2.601
H -2.301 -4.228 -4.891
H -1.317 -1.993 -5.285
H -0.819 -0.487 -3.417
C 2.373 3.979 1.808
C 3.076 2.648 1.998
N 2.625 1.727 0.930
C 2.617 0.414 0.855
S 1.926 -0.354 -0.600
N 3.097 -0.439 1.734
C 3.795 -0.203 3.016
C 2.837 -0.193 4.195
H 2.725 4.685 2.558
H 1.293 3.873 1.918
H 2.592 4.407 0.828
H 2.826 2.220 2.964
H 4.157 2.767 1.928
H 2.352 2.205 0.079
H 2.937 -1.409 1.506
H 4.376 0.711 2.935
H 4.508 -1.021 3.110
H 2.080 0.587 4.102
H 3.396 -0.023 5.114
H 2.323 -1.149 4.287
F -4.851 5.234 -1.430
C -3.668 4.661 -1.485
C -2.517 5.438 -1.480
F -2.615 6.750 -1.429
C -1.267 4.837 -1.525
F -0.180 5.594 -1.527
C -1.148 3.456 -1.579
S 0.413 2.641 -1.759
C -2.316 2.725 -1.573
F -2.183 1.346 -1.602
C -3.575 3.275 -1.531
F -4.655 2.514 -1.516
*
```

***

No. 9
C21H18F6N5O3PTi as an isolated structure in a non-equilibrium geometry. Source: the OMol25 dataset; level of theory: ωB97M-V with the def2-TZVPD basis set.

Kohn-Sham gap, eV: 7.51
E_tot, hartree: -3100.957471

```
! RIJCOSX wB97M-V def2-TZVPD def2/J DEFGRID3
* xyz 0 1
Ti 0.098 0.015 -0.249
O -3.198 1.259 1.763
C -2.076 0.831 1.672
N -1.163 1.188 0.670
C -1.382 2.432 -0.012
C -1.980 3.554 0.547
C -2.101 4.715 -0.198
C -1.624 4.762 -1.501
C -0.999 3.658 -2.060
C -0.864 2.497 -1.304
N -0.180 1.314 -1.698
C 0.129 1.045 -3.003
O -0.162 1.683 -3.991
C 0.973 -0.193 -3.136
C 1.236 -0.745 -4.373
C 2.071 -1.846 -4.433
C 2.627 -2.333 -3.256
C 2.292 -1.730 -2.065
N 1.473 -0.677 -1.996
C -1.587 -0.166 2.695
C -2.504 -0.730 3.567
C -2.047 -1.634 4.507
C -0.693 -1.938 4.541
C 0.140 -1.326 3.623
N -0.290 -0.454 2.711
H -2.372 3.514 1.553
H -2.580 5.582 0.240
H -1.736 5.665 -2.091
H -0.620 3.689 -3.068
H 0.780 -0.293 -5.242
H 2.290 -2.320 -5.382
H 3.295 -3.184 -3.257
H 2.672 -2.113 -1.127
H -3.544 -0.448 3.481
H -2.734 -2.099 5.202
H -0.289 -2.640 5.258
H 1.206 -1.546 3.625
N 3.125 -1.847 1.843
C 2.291 -0.955 1.317
O 1.297 -1.346 0.667
C 2.513 0.510 1.479
C 1.744 1.224 0.360
H 2.915 -2.828 1.755
H 3.925 -1.557 2.374
H 3.581 0.731 1.502
H 2.095 0.769 2.454
H 2.386 1.354 -0.507
H 1.420 2.211 0.681
F -1.296 -1.672 0.505
P -1.737 -2.527 -0.898
F -0.160 -2.775 -1.118
F -2.055 -3.208 -2.288
F -1.507 -1.041 -1.634
F -1.845 -3.867 -0.069
F -3.247 -2.158 -0.635
*
```

***

No. 10
One molecule with the formula C21H18N2O4. Source: the OMol25 dataset; level of theory: ωB97M-V with the def2-TZVPD basis set.

Kohn-Sham gap, eV: 7.54
E_tot, hartree: -1221.556927

```
! RIJCOSX wB97M-V def2-TZVPD def2/J DEFGRID3
* xyz 0 1
C -2.906 -2.485 -1.387
O -3.874 -1.705 -0.713
C -3.589 -0.469 -0.247
C -4.627 0.150 0.447
C -4.494 1.416 0.994
C -3.308 2.102 0.874
C -2.241 1.516 0.186
C -0.964 2.138 0.074
C 0.074 1.546 -0.568
C 1.431 2.182 -0.439
O 1.583 3.186 0.234
N 2.425 1.544 -1.084
C 3.805 1.692 -0.686
C 4.110 0.819 0.554
C 3.424 -0.505 0.439
C 3.830 -1.597 -0.271
N 2.874 -2.575 -0.227
C 1.810 -2.123 0.495
C 0.594 -2.727 0.788
C -0.310 -2.010 1.542
C -0.012 -0.725 2.005
C 1.193 -0.122 1.721
C 2.124 -0.818 0.948
C -0.133 0.261 -1.222
O 0.677 -0.354 -1.887
O -1.352 -0.312 -1.086
C -2.380 0.239 -0.388
H -2.605 -2.029 -2.332
H -3.401 -3.436 -1.584
H -2.021 -2.653 -0.770
H -5.549 -0.400 0.545
H -5.327 1.855 1.521
H -3.179 3.082 1.304
H -0.794 3.094 0.552
H 2.180 0.674 -1.546
H 4.430 1.388 -1.528
H 3.988 2.743 -0.455
H 3.743 1.333 1.443
H 5.190 0.692 0.645
H 4.748 -1.754 -0.806
H 2.922 -3.458 -0.705
H 0.367 -3.721 0.432
H -1.269 -2.445 1.788
H -0.750 -0.197 2.594
H 1.411 0.871 2.086
*
```